Model 1:
Computed, not measured: one molecule with the formula C21H24N2O3, with the ωB97M-V functional and the def2-TZVPD basis.

Last columns: bonded neighbours and bond lengths (Å).
Positions of all 50 atoms, in Å:
1 H -5.189 2.678 -1.491  C50 1.079
2 C -2.261 1.702 -0.120  C36 1.392, H37 1.078, C47 1.382
3 H 2.938 -2.589 -1.645  C20 1.092
4 C -0.458 -5.840 -0.763  H24 1.080, C33 1.384, C43 1.385
5 H 2.514 -2.579 1.381  C46 1.092
6 H -4.170 0.773 -0.278  C47 1.078
7 C 1.697 -4.073 -0.735  C13 1.388, C20 1.503, C41 1.389
8 H 0.492 -6.774 0.913  C43 1.080
9 H 3.774 -3.647 -0.501  C20 1.092
10 N -0.122 2.917 -0.052  C14 1.360, C23 1.452, C36 1.413
11 H -1.438 2.206 2.061  C19 1.087
12 H 0.511 5.654 -1.903  C21 1.093
13 C 0.688 -3.944 -1.680  C7 1.388, C33 1.384, H44 1.081
14 C 0.480 2.645 1.137  N10 1.360, C19 1.515, O28 1.221
15 H -1.161 -4.706 -2.436  C33 1.080
16 H 3.546 -1.444 0.500  C46 1.093
17 O -1.346 4.974 -1.538  C21 1.413, C31 1.364
18 H 0.528 -1.782 0.113  C32 1.093
19 C -0.387 2.284 2.326  H11 1.087, C14 1.515, C34 1.536, H35 1.094
20 C 2.845 -3.104 -0.687  H3 1.092, C7 1.503, H9 1.092, C46 1.533
21 C 0.010 5.041 -1.150  H12 1.093, O17 1.413, C23 1.526, H38 1.099
22 H 1.672 3.706 -0.736  C23 1.090
23 C 0.631 3.650 -1.055  N10 1.452, C21 1.526, H22 1.090, H29 1.094
24 H -1.294 -6.524 -0.772  C4 1.080
25 C 0.105 -0.136 1.940  N30 1.347, C34 1.522, O45 1.216
26 H 1.119 1.132 3.359  C34 1.090
27 H -0.556 0.708 3.791  C34 1.090
28 O 1.693 2.727 1.248  C14 1.221
29 H 0.559 3.135 -2.017  C23 1.094
30 N 1.246 -0.224 1.231  C25 1.347, C32 1.444, H48 1.010
31 C -2.049 3.879 -1.132  O17 1.364, C36 1.401, C42 1.392
32 C 1.438 -1.178 0.164  H18 1.093, N30 1.444, H40 1.097, C46 1.528
33 C -0.383 -4.821 -1.695  C4 1.384, C13 1.384, H15 1.080
34 C 0.110 0.982 2.973  C19 1.536, C25 1.522, H26 1.090, H27 1.090
35 H -0.270 3.097 3.049  C19 1.094
36 C -1.491 2.830 -0.387  C2 1.392, N10 1.413, C31 1.401
37 H -1.819 0.851 0.374  C2 1.078
38 H 0.090 5.539 -0.173  C21 1.099
39 H -3.791 4.640 -2.077  C42 1.078
40 H 1.564 -0.645 -0.787  C32 1.097
41 C 1.612 -5.102 0.195  C7 1.389, C43 1.383, H49 1.081
42 C -3.385 3.813 -1.517  C31 1.392, H39 1.078, C50 1.380
43 C 0.544 -5.980 0.183  C4 1.385, H8 1.080, C41 1.383
44 H 0.741 -3.150 -2.412  C13 1.081
45 O -0.858 -0.854 1.752  C25 1.216
46 C 2.652 -2.068 0.426  H5 1.092, H16 1.093, C20 1.533, C32 1.528
47 C -3.587 1.652 -0.505  C2 1.382, H6 1.078, C50 1.386
48 H 1.978 0.453 1.388  N30 1.010
49 H 2.393 -5.216 0.933  C41 1.081
50 C -4.153 2.714 -1.191  H1 1.079, C42 1.380, C47 1.386

Properties
Kohn-Sham gap (eV): 9.2430
HOMO energy (eV): -8.500
Molecular weight (g mol⁻¹): 352.434

***

Model 2:
Computed, not measured: one molecule with the formula C21H24N2O3, with the ωB97M-V functional and the def2-TZVPD basis.

Last columns: bonded neighbours and bond lengths (Å).
Positions of all 50 atoms, in Å:
1 H 7.646 -1.615 -0.128  C2 1.099
2 C 7.842 -0.758 0.532  H1 1.099, H6 1.099, O17 1.413, C18 1.521
3 H -3.678 -0.050 1.672  C29 1.080
4 H 5.705 2.322 -0.652  C49 1.078
5 H -5.155 1.749 2.499  C40 1.080
6 H 7.538 -1.026 1.554  C2 1.099
7 H -3.804 -2.403 0.415  C10 1.094
8 C -5.027 -0.657 0.129  C10 1.507, C29 1.390, C37 1.386
9 H 9.913 -1.248 0.837  C18 1.086
10 C -4.096 -1.723 -0.390  H7 1.094, C8 1.507, N22 1.451, H33 1.094
11 H -8.404 0.571 -1.712  C28 1.088
12 C -6.690 1.356 1.064  C13 1.388, H23 1.080, C40 1.384
13 C -7.102 0.576 -0.009  C12 1.388, C28 1.498, C37 1.390
14 H -6.565 -1.037 -1.306  C37 1.082
15 H 0.709 -1.290 0.640  C41 1.098
16 H -8.777 1.816 -0.509  C28 1.087
17 O 7.119 0.372 0.089  C2 1.413, C27 1.360
18 C 9.320 -0.401 0.502  C2 1.521, H9 1.086, H32 1.086, H46 1.086
19 C 0.777 1.513 -0.280  C26 1.526, O36 1.209, N48 1.359
20 H 5.460 -1.720 0.709  C50 1.079
21 C 3.617 -0.762 0.267  C31 1.390, H34 1.078, C50 1.385
22 N -2.866 -1.137 -0.888  C10 1.451, H38 1.008, C39 1.349
23 H -7.336 2.141 1.431  C12 1.080
24 C -0.576 -0.405 -0.844  C26 1.531, C39 1.526, C41 1.530, H43 1.094
25 H -1.252 1.697 -1.017  C26 1.089
26 C -0.673 1.045 -0.365  C19 1.526, C24 1.531, H25 1.089, H35 1.093
27 C 5.761 0.305 0.034  O17 1.360, C49 1.396, C50 1.389
28 C -8.441 0.791 -0.647  H11 1.088, C13 1.498, H16 1.087, H44 1.090
29 C -4.633 0.132 1.202  H3 1.080, C8 1.390, C40 1.382
30 C 3.736 1.504 -0.500  C31 1.396, H47 1.077, C49 1.376
31 C 2.967 0.388 -0.167  C21 1.390, C30 1.396, N48 1.404
32 H 9.509 0.448 1.153  C18 1.086
33 H -4.574 -2.296 -1.191  C10 1.094
34 H 3.055 -1.638 0.547  C21 1.078
35 H -1.099 1.102 0.640  C26 1.093
36 O 1.128 2.668 -0.206  C19 1.209
37 C -6.256 -0.425 -0.469  C8 1.386, C13 1.390, H14 1.082
38 H -2.954 -0.466 -1.635  N22 1.008
39 C -1.689 -1.260 -0.241  N22 1.349, C24 1.526, O45 1.212
40 C -5.463 1.136 1.665  H5 1.080, C12 1.384, C29 1.382
41 C 0.809 -0.827 -0.350  H15 1.098, C24 1.530, H42 1.092, N48 1.451
42 H 1.294 -1.535 -1.027  C41 1.092
43 H -0.627 -0.448 -1.935  C24 1.094
44 H -9.179 0.129 -0.193  C28 1.090
45 O -1.529 -1.968 0.730  C39 1.212
46 H 9.616 -0.134 -0.508  C18 1.086
47 H 3.251 2.408 -0.828  C30 1.077
48 N 1.568 0.408 -0.283  C19 1.359, C31 1.404, C41 1.451
49 C 5.107 1.461 -0.397  H4 1.078, C27 1.396, C30 1.376
50 C 4.998 -0.807 0.366  H20 1.079, C21 1.385, C27 1.389

Properties
Kohn-Sham gap (eV): 8.5020
HOMO energy (eV): -7.871
Molecular weight (g mol⁻¹): 352.434

***

Model 3:
Computed, not measured: one molecule with the formula C21H24N2O3, with the ωB97M-V functional and the def2-TZVPD basis.

Last columns: bonded neighbours and bond lengths (Å).
Positions of all 50 atoms, in Å:
1 C 0.665 -3.282 -0.481  C20 1.532, H28 1.106, H31 1.139, N44 1.502
2 C -1.154 -4.729 0.944  C11 1.373, O34 1.382, C49 1.424
3 C 2.345 4.255 -0.001  H18 1.141, C24 1.514, N30 1.386, H40 1.080
4 H 1.178 -0.486 0.422  C26 1.124
5 C -3.347 -5.400 1.613  C11 1.399, H23 1.083, C45 1.400
6 H 0.842 -2.895 2.401  C48 1.106
7 H -5.460 -2.789 1.746  C35 1.105
8 H 2.593 -2.899 1.758  C48 1.112
9 H 1.949 -4.663 0.227  C20 1.076
10 H 0.300 3.876 0.277  N30 1.041
11 C -2.014 -5.725 1.337  C2 1.373, C5 1.399, H41 1.129
12 H 1.917 -4.265 2.627  C48 1.096
13 O -1.842 -0.731 -0.052  C50 1.216
14 H -5.643 -4.355 2.454  C35 1.100
15 C 1.383 2.122 -0.125  O22 1.262, C25 1.593, N30 1.368
16 C 2.255 7.711 -1.618  C17 1.431, H21 1.153, C38 1.422
17 C 2.504 6.631 -0.713  C16 1.431, C24 1.386, H36 1.105
18 H 3.304 3.722 -0.312  C3 1.141
19 C 1.641 5.066 -2.356  C24 1.431, C32 1.406, H43 1.146
20 C 1.115 -4.164 0.687  C1 1.532, H9 1.076, O34 1.370, C48 1.512
21 H 2.457 8.793 -1.276  C16 1.153
22 O 2.522 1.604 0.038  C15 1.262
23 H -3.959 -6.115 2.148  C5 1.083
24 C 2.139 5.335 -1.041  C3 1.514, C17 1.386, C19 1.431
25 C 0.096 1.183 -0.120  C15 1.593, C26 1.548, H27 1.124, H37 1.075
26 C 0.414 -0.309 -0.383  H4 1.124, C25 1.548, H33 1.051, C50 1.520
27 H -0.438 1.655 -0.989  C25 1.124
28 H 0.611 -3.780 -1.467  C1 1.106
29 H 1.084 5.984 -4.353  C32 1.130
30 N 1.200 3.476 -0.061  C3 1.386, H10 1.041, C15 1.368
31 H 1.473 -2.480 -0.444  C1 1.139
32 C 1.481 6.095 -3.300  C19 1.406, H29 1.130, C38 1.380
33 H 0.889 -0.484 -1.304  C26 1.051
34 O 0.172 -5.114 0.981  C2 1.382, C20 1.370
35 C -5.329 -3.862 1.522  H7 1.105, H14 1.100, C45 1.481, H46 1.076
36 H 3.043 6.874 0.221  C17 1.105
37 H -0.458 1.420 0.769  C25 1.075
38 C 1.823 7.380 -2.933  C16 1.422, C32 1.380, H42 1.110
39 H -3.542 -2.328 0.254  C47 1.102
40 H 2.477 4.580 1.021  C3 1.080
41 H -1.539 -6.683 1.699  C11 1.129
42 H 1.725 8.170 -3.706  C38 1.110
43 H 1.400 4.024 -2.767  C19 1.146
44 N -0.657 -2.630 -0.188  C1 1.502, C49 1.417, C50 1.377
45 C -3.901 -4.162 1.267  C5 1.400, C35 1.481, C47 1.430
46 H -5.985 -4.197 0.737  C35 1.076
47 C -3.027 -3.228 0.628  H39 1.102, C45 1.430, C49 1.456
48 C 1.653 -3.471 1.919  H6 1.106, H8 1.112, H12 1.096, C20 1.512
49 C -1.604 -3.473 0.445  C2 1.424, N44 1.417, C47 1.456
50 C -0.751 -1.257 -0.150  O13 1.216, C26 1.520, N44 1.377

Properties
Kohn-Sham gap (eV): 8.6570
HOMO energy (eV): -7.978
Molecular weight (g mol⁻¹): 352.434

***

What should be chosen as the least stable of them? Choose model 3.

***

Model 1:
Computed, not measured: a 2-piece molecular cluster, C2H9N4 overall, with the ωB97M-V functional and the def2-TZVPD basis.

Last columns: bonded neighbours and bond lengths (Å).
Positions of all 15 atoms, in Å:
1 N 0.557 -0.524 -0.741  C5 1.276, H6 1.094, H8 0.974
2 N -1.630 -0.431 0.290  N3 1.356, C5 1.298, C7 1.466
3 N -2.906 -0.865 0.142  N2 1.356, H10 0.961, H13 0.988
4 H 3.530 0.633 -1.445  N14 1.099
5 C -0.404 -0.121 -0.003  N1 1.276, N2 1.298, C7 1.450
6 H 1.578 -0.134 -0.746  N1 1.094
7 C -1.043 0.713 0.996  N2 1.466, C5 1.450, H9 1.111, H15 1.075
8 H 0.358 -1.405 -1.106  N1 0.974
9 H -0.769 0.523 2.056  C7 1.111
10 H -3.243 -1.503 -0.492  N3 0.961
11 H 3.324 -0.011 0.142  N14 0.983
12 H 2.737 1.584 -0.365  N14 1.001
13 H -3.548 -0.761 0.886  N3 0.988
14 N 2.947 0.617 -0.514  H4 1.099, H11 0.983, H12 1.001
15 H -1.489 1.686 0.898  C7 1.075

Properties
Kohn-Sham gap (eV): 9.9461
Total charge: +1
HOMO energy (eV): -12.831
Molecular weight (g mol⁻¹): 89.122

***

Model 2:
Computed, not measured: a 2-piece molecular cluster, C2H9N4 overall, with the ωB97M-V functional and the def2-TZVPD basis.

Last columns: bonded neighbours and bond lengths (Å).
Positions of all 15 atoms, in Å:
1 H -3.652 -0.037 -0.044  C11 1.088
2 N -1.958 -1.210 -0.027  H8 1.018, C11 1.312, H15 1.007
3 H -0.852 1.054 0.039  N5 1.067
4 H 3.537 -0.135 0.833  C12 1.090
5 N -1.919 1.076 0.031  H3 1.067, C11 1.296, H14 1.008
6 N 0.639 0.492 0.021  N13 1.192
7 H 3.361 -0.443 -0.899  C12 1.091
8 H -0.941 -1.208 -0.001  N2 1.018
9 H 2.339 -1.331 0.263  C12 1.090
10 H 2.243 1.620 -0.170  N13 1.051
11 C -2.564 -0.047 -0.016  H1 1.088, N2 1.312, N5 1.296
12 C 2.822 -0.378 0.047  H4 1.090, H7 1.091, H9 1.090, N13 1.453
13 N 1.816 0.667 -0.041  N6 1.192, H10 1.051, C12 1.453
14 H -2.406 1.958 0.033  N5 1.008
15 H -2.466 -2.079 -0.070  N2 1.007

Properties
Kohn-Sham gap (eV): 9.7289
Total charge: +1
HOMO energy (eV): -13.025
Molecular weight (g mol⁻¹): 89.122

***

What should be chosen as the least stable of them? Choose model 1.